C19H15BrF4O5P2S | ωB97M-V/def2-TZVPD

ORCA input file:
```
! RIJCOSX wB97M-V def2-TZVPD def2/J DEFGRID3
* xyz 0 1
C 4.01268 -3.82135 1.71101
H 1.37967 1.37737 -3.34635
C -4.41539 2.03398 -0.09509
C 5.38063 -4.00746 1.85753
C 2.53922 1.83560 0.32011
O -0.20464 -0.04832 -0.54694
F -0.37857 -2.87444 -0.73184
H 2.99323 1.18935 -2.60987
C 6.24090 -2.91975 1.79082
C -5.10299 0.95306 -0.63320
F -1.85267 -1.96731 0.56082
C -3.01210 2.04045 -0.11840
C -3.05929 -0.11683 -1.21668
O -2.67542 3.95853 1.21649
H 6.39060 -0.78509 1.50994
O -3.30045 -2.30749 -2.68103
H 2.43658 -2.38116 1.39300
O -6.93615 2.86393 0.43211
H -0.33228 4.28870 -0.03720
C 3.50030 -2.54916 1.50242
H 7.30653 -3.06328 1.90827
C -2.21941 3.18748 0.41230
H 2.37655 0.78116 0.44708
C -1.65954 -2.60976 -0.59894
H 3.34168 -4.66840 1.75863
F 3.87627 -0.24329 1.22509
C -2.34117 0.94203 -0.66314
C 5.73749 -1.64542 1.57278
C -4.44791 -0.12546 -1.21578
P 1.58450 2.42635 -1.14874
C 1.91921 1.16013 -2.42676
C -0.83529 3.32897 -0.08472
Br -5.15231 3.17044 2.86161
S -2.29953 -1.53775 -2.00083
H 2.06621 2.33269 1.17002
H 5.77717 -5.00017 2.02373
C -0.84429 0.97095 -0.60882
O -1.22340 -1.12204 -2.84887
C 4.37436 -1.48346 1.43461
P -5.40431 3.42284 0.64010
F -2.35825 -3.73324 -0.54588
H -7.12868 2.21429 1.12560
H -6.18352 0.93258 -0.60912
H -4.97207 -0.95720 -1.66364
H 3.58177 2.12648 0.27000
C -0.15041 2.29346 -0.57501
H 1.67448 0.13701 -2.13721
*
```

Output
HOMO level	-0.312	hartree
E_LUMO	-1.7	eV
E_tot	-140508.407	eV
frontier orbital gap	6.85	eV
energy relative to the best compared isomer or geometry (same formula, charge and spin)	0.0	kcal/mol

C19H15BrFN2O3S | ωB97M-V/def2-TZVPD

ORCA input file:
```
! RIJCOSX wB97M-V def2-TZVPD def2/J DEFGRID3
* xyz 1 1
H 0.73786 2.80239 -1.23736
H -5.95424 -3.48611 -1.45220
C 0.65103 1.64818 -1.26018
H -1.32006 4.77629 2.63220
C -3.10058 0.18860 0.98741
H 0.80664 -0.68314 0.76061
H 6.10719 2.36071 -0.79114
N -2.49744 -0.62580 -0.04051
C -2.28934 -3.21340 0.03841
C -1.33423 -0.19217 -0.77738
H 5.38693 -0.97592 1.26227
C -0.66846 1.20129 -0.44247
C 4.50483 -0.46030 0.76349
H 6.69333 0.59384 -1.25030
O -1.00362 4.78740 0.70954
H 0.59025 1.37019 -2.37318
H -0.60555 -0.31038 -3.22046
H 6.67814 1.23422 0.54264
C -3.11066 -1.96560 -0.31780
O 0.62209 3.37237 1.54467
H -1.24353 -3.04091 0.48991
O -1.23136 5.43463 1.90485
C 1.81382 -0.25449 0.43611
S -0.53507 -1.19922 -2.13400
C -4.88106 -3.40642 -1.03258
C -2.75913 -4.69564 -0.12922
C -0.52034 3.47675 1.01428
C -1.27259 2.10857 0.70020
H 3.50359 2.30360 -1.58700
C 4.64678 0.75551 -0.20746
H 2.95579 -1.84858 1.78340
H -2.15020 -5.60717 0.16773
H -4.74771 -5.76908 -0.89190
C -2.54169 1.59044 1.41650
N -4.41220 -2.08248 -0.86488
C 1.93071 0.94034 -0.57168
C 3.39523 1.42313 -0.87389
F -3.15428 2.32950 2.44352
C 3.07184 -0.95414 1.07378
C -4.21893 -4.76576 -0.72274
Br -4.70744 -0.41695 1.99405
C 6.16369 1.25569 -0.48726
*
```

Output
HOMO level	-0.405	hartree
E_LUMO	-5.3	eV
E_tot	-112641.786	eV
frontier orbital gap	5.77	eV

C19H15Cl2N4S3Tc | ωB97M-V/def2-TZVPD

ORCA input file:
```
! RIJCOSX wB97M-V def2-TZVPD def2/J DEFGRID3
* xyz 1 2
H 3.42343 0.31234 -2.94784
N 0.46083 1.19074 -1.64088
C -1.56876 4.21917 -0.23191
C 1.89757 0.44300 2.76059
H 2.13504 -2.91863 2.40432
H -2.66552 -2.42750 2.11777
C -3.69873 3.55694 0.64242
H -4.30439 1.53658 0.17180
C 1.71426 -1.89386 4.24634
H -0.47161 -2.91848 -1.54257
Tc 0.54288 -0.45369 -0.81328
C 1.04726 -1.96874 -2.87321
H 1.50107 1.46649 4.59892
N -3.21730 -0.60443 -0.40085
H 4.03962 -0.96950 -5.01286
Cl -2.29106 0.42490 -1.41366
H 0.69731 -3.58380 -4.25895
Cl -0.36655 5.45116 -0.42560
H -4.59667 3.78863 1.19737
H -2.84026 5.51159 0.89018
H 1.99089 1.35151 2.17804
H 1.65461 -2.80505 4.82715
C -1.35390 2.95480 -0.78525
H 2.64020 -2.92590 -5.66796
C 1.62662 0.50478 4.11886
S 2.42636 -0.88105 0.40538
H -4.11363 -2.17177 1.18456
C -2.38784 2.03475 -0.61949
C -3.54452 2.29855 0.07972
C -2.72200 4.52025 0.47563
C -2.48300 -1.12759 0.55951
C 1.31156 -2.73268 -4.00301
N -3.13904 -1.97834 1.35343
C 3.17880 -1.25931 -4.42883
S -0.82105 -0.80685 1.06013
S 0.21970 2.74061 -1.61855
C 2.06320 -0.79209 2.13846
C 1.98672 -1.96196 2.88832
C 0.10929 -2.03484 -1.78193
C 2.85103 -0.54250 -3.28320
C 1.52878 -0.66367 4.86195
H 1.32316 -0.61487 5.92306
C 2.39741 -2.35444 -4.78191
N 1.81822 -0.91527 -2.55218
*
```

Output
HOMO level (spin up / spin down)	-0.392 / -0.388	hartree
E_LUMO (spin up / spin down)	-4.1 / -4.7	eV
E_tot	-85645.406	eV
frontier orbital gap (spin up / spin down)	6.57 / 5.86	eV
energy relative to the best compared isomer or geometry (same formula, charge and spin)	144.9	kcal/mol

C19H15FN3 | ωB97M-V/def2-TZVPD

ORCA input file:
```
! RIJCOSX wB97M-V def2-TZVPD def2/J DEFGRID3
* xyz 1 1
C -0.78152 2.55388 -0.47866
F -2.07731 1.94426 2.84160
H 1.68086 2.84113 1.29910
C 0.49979 2.65121 -1.33632
C -3.25299 2.49888 0.82493
N 1.26828 4.34360 -4.24792
H 3.64980 1.46044 2.00820
H 2.80579 2.22729 -2.80682
H 5.32938 0.66896 0.31327
C 0.37562 5.37313 -3.90861
N 1.41345 3.50502 -3.23136
H -1.74487 5.65075 -1.25075
C 1.93785 2.33364 -0.79067
C -1.93851 2.82864 -1.18877
N 0.62744 3.89146 -2.20818
C 3.44348 1.54973 0.94892
H 4.90044 1.23503 -2.14148
H -4.04880 3.13283 -1.08794
H -1.47820 7.98842 -4.92635
H 0.39099 6.48351 -5.74458
H 1.77242 4.12384 -5.11697
C -0.12591 5.06443 -2.65487
C -1.10149 7.18197 -4.31326
C -2.08131 2.11114 1.48048
C 2.92238 1.96310 -1.72891
C 4.40202 1.11748 0.00173
H -2.56513 7.49984 -2.79925
C -0.06580 6.39581 -4.75597
H -4.17097 2.63454 1.37973
H -1.88300 3.07643 -2.24787
C 2.28560 2.23518 0.56852
C -3.17733 2.83908 -0.53260
C -1.70974 6.88327 -3.06520
H 0.36143 1.77468 -2.09350
H 0.06711 1.76474 1.40826
C -0.82461 2.07294 0.85109
C 4.14492 1.39805 -1.36365
C -1.25488 5.83983 -2.20638
*
```

Output
HOMO level	-0.443	hartree
E_LUMO	-4.5	eV
E_tot	-27124.983	eV
frontier orbital gap	7.55	eV
energy relative to the best compared isomer or geometry (same formula, charge and spin)	29.9	kcal/mol